# 1
Density functional theory data (wB97M-V/def2-TZVPD) for a 2-piece molecular cluster, C5H12N2 overall at a distorted geometry.

Geometry as XYZ:
```
19
Properties=species:S:1:pos:R:3:nbo_charge:R:1
N -2.90012 0.67857 0.66557 -0.443
N 1.01586 -0.12310 -0.88475 -0.590
C 2.26350 -0.39335 -0.29873 -0.013
C 0.23839 0.88906 -0.11773 -0.426
C -3.94456 -0.13429 0.10578 -0.494
C 3.18484 0.63424 -0.29048 0.058
C 2.58391 -1.63536 0.20349 -0.009
H -3.46320 -0.87663 -0.52126 0.201
H 4.10666 0.54002 0.27059 0.228
H 1.88710 -2.46498 0.13582 0.235
H -0.76021 0.94610 -0.53502 0.267
H -4.59330 -0.65299 0.81091 0.196
H 3.08646 1.40358 -1.04558 0.245
H 0.44556 -0.95649 -0.93954 0.381
H 0.18171 0.62183 0.93829 0.188
H -4.55029 0.52229 -0.52064 0.237
H -3.06316 0.92076 1.64423 0.311
H 3.58400 -1.79857 0.58166 0.228
H 0.69686 1.87931 -0.20260 0.201
```

## Properties
Kohn-Sham gap (alpha / beta) = 5.07 / 5.14 eV
<S²> = 0.754
Net charge = +1
2S+1 = 2


# 2
Density functional theory data (wB97M-V/def2-TZVPD) for a 2-piece molecular cluster, C4H12N2O2S overall at a distorted geometry.

Geometry as XYZ:
```
21
Properties=species:S:1:pos:R:3:nbo_charge:R:1
S 1.45327 -2.94136 1.57930 -0.037
O -1.03029 0.02430 -2.48579 -0.606
O 1.80471 3.29947 -0.11507 -0.919
N 1.10917 0.06312 -0.86766 -0.847
N -2.54950 0.62183 -0.97086 -0.834
C -0.37139 -0.96423 0.73119 -0.409
C -0.19132 0.22193 -0.22971 -0.144
C -1.28734 0.21855 -1.31269 0.655
C 0.83515 -1.22599 1.66400 -0.529
H 2.12216 2.47839 -0.51243 0.464
H 0.93262 3.00947 0.18028 0.457
H -0.17964 1.12550 0.34209 0.191
H -1.19827 -0.76642 1.41980 0.212
H 1.40001 0.83194 -1.44490 0.371
H 1.24887 -0.85421 -1.25483 0.386
H 0.38302 -3.45033 0.97129 0.111
H 0.58062 -0.93990 2.67514 0.213
H 1.63100 -0.61938 1.25365 0.248
H -2.82870 0.89983 -0.04870 0.395
H -3.11826 0.81277 -1.78127 0.409
H -0.74588 -1.84527 0.20717 0.214
```

## Properties
Kohn-Sham gap = 9.63 eV
2S+1 = 1
Structure (SMILES) = NC(=O)[C@H](N)CCS.O


So what do the calculations give for energy above the lowest of the compared OMol25 structures with the same formula, charge and spin? Going down the list: 459.4, 68.2 kJ/mol.
So what do the calculations give for E? Going down the list: -306.77625, -817.78518 a.u..